Here is a structure of composition C57H55IrN4OP3 from OMol25. Energies are from wB97M-V/def2-TZVPD.

Last column: Löwdin charge in e.
Cartesian coordinates (Å):
Ir  0.09868  0.82677  0.20004  0.7677
P  -1.93072  0.77577  -1.18716  0.9169
P  2.30608  0.29137  -0.63986  0.9773
P  -0.67062  0.78217  2.50194  0.9792
O  2.10438  1.32007  2.11664  -0.1201
N  -2.10382  2.45387  -1.37456  -0.0994
N  -0.00832  2.98967  -0.53156  -0.0155
N  0.25688  -3.84203  -0.21116  0.1047
N  0.37398  -2.77133  -1.05476  0.2166
C  3.65988  0.97527  0.36954  -0.2890
C  -0.93852  4.74117  3.44204  -0.0462
C  3.98318  -3.03573  -2.39506  -0.0481
C  3.30958  -1.83263  -2.25686  -0.0707
C  -1.66672  -5.04053  -1.09386  -0.0051
C  0.63088  0.48087  3.73004  -0.2731
C  -3.67092  0.36697  -0.82456  -0.3479
C  1.54168  1.58557  -4.40346  -0.0547
C  -2.95672  4.12887  2.28444  -0.0546
C  -5.98552  0.63987  -1.39966  -0.0408
C  -1.88832  -1.01263  -5.40836  -0.0374
C  3.39438  -2.09253  0.13954  -0.1189
C  4.96268  1.00667  -0.12596  -0.0733
C  2.71078  -0.22123  5.41524  -0.0280
C  -1.85252  0.14487  -2.89566  -0.3790
C  -3.79722  -2.27533  3.87604  -0.0448
C  -1.13472  3.38697  -1.13356  -0.3766
C  5.95208  1.67357  0.57484  -0.0327
C  -0.18592  -5.13543  -0.70996  -0.5940
C  0.00528  -6.14063  0.41954  -0.0125
C  -1.85422  -1.68803  2.60434  -0.1388
C  1.52508  0.90317  -3.20206  -0.1281
C  -1.99122  -1.23523  -3.03066  -0.1329
C  -1.99932  -1.81573  -4.28196  -0.0587
C  0.36068  -0.05893  4.98284  -0.0435
C  -1.32122  4.71707  -1.53596  0.0164
C  3.38128  1.52857  1.61834  -0.2803
C  1.39998  -0.38523  5.83614  -0.0418
C  -2.76962  -2.63783  3.01704  -0.0675
C  3.29188  2.31587  -2.37186  -0.0750
C  2.99828  0.32037  4.17454  0.0042
C  0.67078  -5.55153  -1.91586  -0.0031
C  3.03048  -1.34723  -0.98436  -0.3859
C  -3.02142  0.00347  3.87734  -0.0658
C  -3.92592  -0.96033  4.29644  -0.0378
C  4.37108  -3.75833  -1.27706  -0.0526
C  -0.48892  3.43527  3.36144  -0.0655
C  3.31038  2.98637  -3.58256  -0.0378
C  -0.29282  5.61377  -1.36286  -0.0139
C  -6.34832  -0.11953  -0.29636  -0.0370
C  -1.76272  0.36157  -5.27646  -0.0563
C  -1.72322  0.94807  -4.02236  -0.0965
C  -4.03422  -0.42213  0.25734  -0.0929
C  2.44028  2.62387  -4.59766  -0.0334
C  0.97878  3.87227  -0.35256  -0.1192
C  -5.37252  -0.66503  0.52034  -0.0470
C  -1.27572  2.47097  2.73454  -0.3705
C  -2.50802  2.82547  2.17864  -0.1136
C  5.63328  2.33957  1.75014  -0.0202
C  2.41748  1.24827  -2.18576  -0.3663
C  -2.16902  5.08987  2.90534  -0.0414
C  4.36068  2.24997  2.29274  -0.0002
C  -4.65262  0.87537  -1.67646  -0.0822
C  -1.97472  -0.36493  3.03684  -0.3904
C  4.07178  -3.28723  -0.00586  -0.0624
C  1.95808  0.71677  3.34564  -0.2661
C  0.89408  5.18127  -0.76906  -0.0265
H  1.72838  5.85147  -0.64196  0.1201
H  4.37688  -3.84153  0.86894  0.1177
H  2.46218  3.15197  -5.53716  0.1207
H  -6.74352  1.04627  -2.05046  0.1212
H  1.19468  -0.77683  6.81884  0.1206
H  -2.03012  -6.03203  -1.34526  0.1087
H  -0.55172  -5.84663  1.30414  0.0924
H  5.19668  0.49367  -1.04816  0.1281
H  -2.98502  2.80367  -1.73596  0.1136
H  6.96058  1.69377  0.19034  0.1243
H  -2.25392  -4.67533  -0.25406  0.0895
H  3.15818  -1.72073  1.12824  0.1082
H  3.97248  2.61797  -1.59056  0.1008
H  -1.59182  2.01917  -3.92936  0.1127
H  -1.70182  0.98127  -6.15796  0.1227
H  -3.11722  2.07787  1.68374  0.0959
H  -4.72582  -0.68833  4.96684  0.1224
H  0.46038  3.16307  3.79854  0.1089
H  -1.91922  -1.45503  -6.38846  0.1200
H  4.20508  -3.40703  -3.38396  0.1206
H  0.52438  -4.90033  -2.77316  0.0849
H  0.30768  -1.86123  -0.58186  0.0526
H  1.72278  -5.53283  -1.64376  0.0853
H  -4.49802  -3.02573  4.21054  0.1216
H  3.01718  -1.27973  -3.13676  0.1048
H  -0.40072  6.63447  -1.69616  0.1286
H  -1.03612  -1.95533  1.94024  0.0813
H  4.90508  -4.68723  -1.39376  0.1200
H  -0.66052  -0.21403  5.29304  0.1134
H  4.02628  0.42727  3.86314  0.1181
H  -2.25542  5.01227  -1.99146  0.1268
H  -2.51942  6.10837  2.97854  0.1196
H  6.39028  2.91177  2.26364  0.1263
H  -3.27302  -0.85133  0.88994  0.0633
H  -5.64912  -1.27773  1.36454  0.1104
H  -3.92382  4.39587  1.88724  0.1165
H  0.40368  -6.56303  -2.20196  0.1083
H  1.05668  -6.23723  0.67794  0.0971
H  -0.33402  5.48747  3.93384  0.1187
H  -2.10782  -2.88333  -4.38656  0.1104
H  0.99988  -3.87613  0.48154  0.1625
H  0.85948  1.30617  -5.19036  0.1013
H  -7.39082  -0.29223  -0.08246  0.1212
H  -1.83772  -4.39503  -1.95236  0.0690
H  -2.14322  -1.83413  -2.13996  0.0871
H  -4.38162  1.42437  -2.56906  0.1098
H  3.52568  -0.50633  6.06064  0.1245
H  -0.22522  -2.85063  -1.87096  0.0975
H  -0.35382  -7.11383  0.10064  0.1091
H  4.13338  2.72867  3.23404  0.1368
H  0.82478  0.09127  -3.04466  0.0836
H  -2.68372  -3.66013  2.67934  0.1059
H  1.86948  3.49677  0.13164  0.1064
H  -3.11132  1.02657  4.21374  0.1178
H  4.01508  3.78917  -3.73196  0.1212

Cartesian forces (eV/Å) of the 6 atoms listed first:
-0.412 0.492 -0.304
-0.346 0.240 -0.455
0.596 0.281 -0.347
-0.083 0.220 0.605
0.332 0.484 0.006
-0.306 -0.162 0.019

Values from the calculation:
total energy	-3626.874245	Eh
multiplicity	5
strongest force on any atom	2.21	eV/Å
highest occupied orbital energy (spin up / spin down)	-14.8 / -15.5	eV
net charge	+3
HOMO-LUMO gap (spin up / spin down)	8.301 / 5.962	eV